Entry 1:
{
  "formula": "C13H20N2S",
  "method": "ωB97M-V/def2-TZVPD",
  "lumo_energy_ev": 0.9,
  "molar_mass_g_mol": 236.4,
  "fmax_ev_per_a": 1.8,
  "relative_energy_ev": 0.757,
  "e_homo_ev": -7.45,
  "charge": 0,
  "elements": ["S", "C", "C", "C", "C", "C", "C", "N", "N", "C", "C", "C", "C", "C", "C", "C", "H", "H", "H", "H", "H", "H", "H", "H", "H", "H", "H", "H", "H", "H", "H", "H", "H", "H", "H", "H"],
  "xyz": [[1.3026, 3.2719, -1.3667], [-1.1158, 2.1110, -1.4599], [0.5189, 0.8763, -0.2005], [-2.0777, 1.1921, -1.1115], [0.1856, 2.0001, -0.9864], [-0.4615, -0.1153, 0.0974], [-1.7471, 0.0691, -0.3634], [-0.3808, -1.2697, 0.8873], [0.1741, -3.9974, -0.1398], [0.4955, 4.5155, 0.9464], [1.7181, 3.8982, 0.2989], [-2.6345, -1.0365, 0.0763], [-1.7498, -1.8008, 1.0515], [1.7505, -2.4364, -1.1289], [0.8311, -2.0144, 1.2582], [1.2684, -3.0710, 0.1678], [-1.3543, 2.9235, -2.1223], [1.4877, 0.7344, 0.2067], [-3.0639, 1.3211, -1.5167], [0.3636, -4.4484, -1.0244], [-0.6889, -3.4493, -0.1457], [0.0514, 5.1176, 0.1316], [-0.1785, 3.7436, 1.2580], [0.7441, 5.1575, 1.7991], [2.4717, 4.6797, 0.1972], [2.1355, 3.1088, 0.8870], [-2.9208, -1.6369, -0.7586], [-3.5391, -0.6124, 0.5179], [-2.0566, -1.6262, 2.0882], [-1.7773, -2.8597, 0.8039], [0.9818, -2.0408, -1.7707], [2.4237, -1.6256, -0.9511], [2.3244, -3.1446, -1.7253], [0.6451, -2.5769, 2.1771], [1.7108, -1.3546, 1.3948], [2.1621, -3.6035, 0.5267]],
  "forces_ev_per_a": [[1.2, 0.5, -0.2], [0.3, 0.3, -0.1], [-1.2, -0.6, 0.0], [0.2, -0.9, -0.1], [-0.6, -1.5, 0.9], [1.3, 0.8, 0.0], [-0.4, 1.2, -0.6], [0.5, 0.4, -0.4], [0.1, 0.1, 1.1], [0.2, 0.7, -0.7], [-0.3, 0.5, -0.1], [-0.1, 0.7, 0.5], [0.4, -0.3, 0.5], [0.4, 0.2, -0.1], [0.0, -0.6, -1.3], [-0.1, 0.6, -0.4], [-0.1, 0.3, 0.0], [0.9, 0.1, 0.1], [-0.4, -0.1, 0.0], [-0.4, 0.1, -0.1], [0.6, -0.7, -0.8], [-0.3, -0.1, 0.8], [-0.6, -0.3, 0.2], [0.0, -0.2, -0.1], [0.2, -0.2, -0.4], [0.3, -0.5, 0.3], [-0.3, -0.6, -0.6], [0.0, -0.3, 0.1], [-0.1, -0.3, 0.0], [-0.3, 0.0, 0.7], [-0.7, 0.1, -0.1], [0.6, 0.7, 0.3], [-0.1, -0.3, 0.0], [0.0, 0.3, 0.1], [-0.7, -0.1, 0.1], [-0.4, -0.1, 0.5]],
  "nbo_charge": [0.23, -0.25, -0.30, -0.18, -0.19, 0.27, -0.08, -0.46, -0.84, -0.62, -0.51, -0.43, -0.19, -0.63, -0.21, -0.05, 0.22, 0.21, 0.21, 0.36, 0.35, 0.21, 0.21, 0.21, 0.22, 0.21, 0.21, 0.22, 0.19, 0.19, 0.21, 0.21, 0.21, 0.21, 0.21, 0.18]
}

=====

Entry 2:
{
  "formula": "C13H20N4O5",
  "method": "ωB97M-V/def2-TZVPD",
  "lumo_energy_ev": 0.7,
  "molar_mass_g_mol": 312.3,
  "fmax_ev_per_a": 0.5,
  "e_homo_ev": -9.70,
  "charge": 0,
  "elements": ["C", "H", "H", "H", "C", "N", "C", "O", "N", "C", "O", "C", "H", "H", "C", "O", "H", "H", "C", "N", "C", "O", "C", "N", "C", "O", "H", "C", "H", "H", "H", "C", "H", "H", "H", "H", "H", "H", "C", "H", "H", "H"],
  "xyz": [[0.4937, 1.6442, 3.3659], [1.4204, 1.6443, 3.9329], [0.6870, 2.0185, 2.3647], [-0.2279, 2.2910, 3.8597], [-0.0452, 0.2176, 3.2840], [-1.1182, 0.0853, 2.3212], [-0.7905, -0.6875, 1.2711], [-1.4658, -0.9093, 0.2857], [0.4638, -1.2364, 1.5371], [0.9995, -0.7213, 2.6896], [2.0800, -0.9961, 3.1421], [1.1276, -2.2926, 0.7990], [2.1055, -2.4063, 1.2743], [0.5595, -3.2223, 0.9210], [1.2990, -2.0516, -0.7130], [0.1249, -2.3310, -1.4115], [-0.6141, -1.8684, -0.9660], [2.0272, -2.7891, -1.0700], [1.8642, -0.6271, -1.0254], [0.8567, 0.2159, -1.6139], [0.4336, 0.0961, -2.9132], [0.9531, -0.5556, -3.7764], [-0.7935, 1.0041, -3.0470], [-0.7780, 1.6843, -1.7692], [0.1287, 1.1732, -0.9130], [0.3323, 1.5036, 0.2333], [-1.5155, 2.2954, -1.4647], [-2.0455, 0.1377, -3.2067], [-1.9179, -0.5296, -4.0543], [-2.2012, -0.4597, -2.3110], [-2.9192, 0.7646, -3.3726], [-0.6224, 1.9760, -4.2114], [-1.5177, 2.5801, -4.3388], [0.2257, 2.6331, -4.0334], [-0.4400, 1.4100, -5.1206], [2.6804, -0.7124, -1.7454], [2.2185, -0.1415, -0.1140], [-1.8775, 0.7423, 2.2679], [-0.4729, -0.3005, 4.6597], [0.3969, -0.3529, 5.3084], [-1.2083, 0.3681, 5.1003], [-0.9068, -1.2941, 4.5738]],
  "forces_ev_per_a": [[0.1, -0.2, -0.2], [0.1, 0.0, 0.1], [0.0, 0.1, 0.0], [-0.1, 0.1, 0.1], [0.1, 0.2, 0.5], [-0.2, 0.0, 0.2], [0.0, -0.2, 0.4], [-0.3, -0.1, -0.4], [0.0, -0.1, -0.2], [-0.2, 0.2, 0.1], [0.2, 0.1, 0.2], [0.0, -0.3, -0.4], [-0.1, 0.0, 0.0], [0.2, 0.1, 0.0], [0.2, 0.0, 0.4], [-0.4, 0.0, -0.2], [0.2, -0.1, 0.0], [0.0, 0.1, 0.1], [0.1, -0.3, 0.0], [0.2, -0.1, 0.2], [-0.2, 0.3, 0.0], [0.0, -0.1, -0.2], [-0.2, 0.0, -0.4], [-0.2, 0.2, -0.2], [0.1, 0.2, -0.1], [0.1, 0.1, 0.3], [0.1, 0.0, 0.1], [0.2, 0.0, 0.0], [0.0, -0.1, -0.1], [0.0, -0.1, 0.1], [-0.1, 0.1, 0.0], [0.1, -0.2, 0.1], [-0.1, 0.1, 0.0], [0.1, 0.1, 0.0], [0.0, 0.0, -0.1], [0.0, 0.0, 0.1], [0.0, 0.0, -0.1], [0.0, 0.0, -0.2], [0.2, 0.0, -0.2], [0.1, 0.0, 0.1], [-0.1, 0.1, 0.0], [0.0, -0.1, 0.0]],
  "nbo_charge": [-0.62, 0.23, 0.26, 0.21, 0.02, -0.60, 0.84, -0.68, -0.49, 0.72, -0.58, -0.25, 0.25, 0.22, 0.09, -0.73, 0.50, 0.19, -0.26, -0.48, 0.72, -0.57, 0.02, -0.62, 0.82, -0.67, 0.41, -0.61, 0.23, 0.23, 0.21, -0.60, 0.21, 0.22, 0.23, 0.23, 0.23, 0.42, -0.60, 0.23, 0.21, 0.22]
}

=====

Entry 3:
{
  "formula": "C13H20N5O9Ti",
  "method": "ωB97M-V/def2-TZVPD",
  "lumo_energy_ev": -3.6,
  "molar_mass_g_mol": 438.2,
  "fmax_ev_per_a": 0.4,
  "relative_energy_ev": 0.063,
  "e_homo_ev": -12.11,
  "charge": 1,
  "elements": ["Ti", "O", "C", "O", "C", "O", "C", "C", "O", "O", "H", "H", "H", "H", "H", "N", "C", "C", "C", "O", "O", "H", "H", "H", "H", "H", "H", "N", "N", "C", "O", "O", "H", "H", "H", "N", "C", "C", "C", "N", "C", "C", "H", "H", "H", "H", "H", "H"],
  "xyz": [[0.2374, -0.1528, 0.5153], [2.9978, 2.2209, -2.0581], [1.7958, 1.7189, -1.8584], [1.5615, 0.9460, -0.9480], [0.8091, 2.2167, -2.8939], [-0.5176, 1.8733, -2.6267], [-0.9280, 0.6255, -3.1702], [-0.3602, -0.5119, -2.3353], [0.4296, -1.3202, -2.7631], [-0.7670, -0.4781, -1.0762], [3.6077, 1.8792, -1.3861], [1.1539, 1.8415, -3.8655], [0.8883, 3.3047, -2.9208], [-0.6018, 0.5165, -4.2064], [-2.0156, 0.6106, -3.1218], [1.3817, -1.9134, -0.0247], [2.7512, -2.0723, 0.5091], [2.8095, -1.8385, 2.0134], [2.5783, -0.3985, 2.4074], [3.1417, 0.2004, 3.2719], [1.6192, 0.1948, 1.6567], [0.7700, -2.6706, 0.3084], [1.3691, -1.9798, -1.0459], [3.3957, -1.3632, -0.0126], [3.1178, -3.0745, 0.2840], [3.7763, -2.1464, 2.4077], [2.0494, -2.4463, 2.5150], [-3.5103, -0.7921, 1.6492], [-2.9184, -2.0217, 1.3644], [-1.5825, -2.1934, 1.2998], [-1.0428, -3.2391, 1.0128], [-0.8588, -1.0875, 1.6074], [-3.9813, -0.8301, 2.5450], [-4.1816, -0.5668, 0.9264], [-3.4707, -2.8517, 1.2045], [-2.4429, 5.4030, 1.8244], [-1.8524, 4.2319, 1.5230], [-2.4109, 3.3475, 0.5835], [-1.7728, 2.1686, 0.3083], [-0.6172, 1.7981, 0.8908], [-0.0785, 2.6419, 1.7946], [-0.6461, 3.8411, 2.1308], [-3.3212, 5.6626, 1.4136], [-2.0566, 6.0129, 2.5220], [-3.3363, 3.5851, 0.0772], [-2.1831, 1.4723, -0.4092], [0.8427, 2.3141, 2.2575], [-0.1634, 4.4699, 2.8661]],
  "forces_ev_per_a": [[-0.2, 0.3, 0.1], [-0.1, 0.0, 0.0], [0.0, 0.0, -0.1], [0.1, -0.1, 0.1], [0.0, 0.0, 0.0], [0.0, 0.0, 0.0], [0.0, 0.0, 0.0], [0.0, -0.1, 0.1], [0.0, 0.0, -0.1], [0.1, 0.0, 0.2], [0.1, 0.0, 0.0], [0.0, 0.0, 0.0], [0.0, 0.0, 0.0], [0.0, 0.0, 0.0], [0.0, 0.0, 0.0], [-0.1, 0.0, 0.0], [0.0, 0.0, 0.0], [0.1, 0.0, 0.1], [-0.2, 0.1, -0.2], [0.1, -0.1, 0.0], [-0.1, 0.0, 0.1], [0.0, 0.0, 0.0], [0.0, 0.0, 0.0], [0.0, 0.0, 0.0], [0.0, 0.0, 0.0], [0.0, 0.0, 0.0], [0.0, 0.0, 0.0], [0.0, 0.0, 0.0], [0.0, -0.1, 0.0], [0.2, 0.1, 0.1], [-0.1, -0.1, 0.0], [0.1, 0.0, -0.4], [0.0, 0.0, 0.0], [0.0, 0.0, 0.0], [0.0, 0.0, 0.0], [0.0, 0.0, 0.0], [0.0, 0.0, 0.0], [0.0, 0.0, 0.0], [0.0, 0.0, 0.0], [0.1, -0.2, 0.0], [0.0, 0.0, 0.0], [0.0, 0.0, 0.0], [0.0, 0.0, 0.0], [0.0, 0.0, 0.0], [0.0, 0.0, 0.0], [0.0, 0.0, 0.0], [0.0, 0.0, 0.0], [0.0, 0.0, 0.0]],
  "nbo_charge": [1.77, -0.63, 0.84, -0.62, -0.19, -0.50, -0.17, 0.78, -0.59, -0.74, 0.51, 0.23, 0.24, 0.20, 0.22, -0.84, -0.21, -0.54, 0.81, -0.53, -0.73, 0.44, 0.44, 0.20, 0.22, 0.26, 0.25, -0.64, -0.47, 0.89, -0.64, -0.67, 0.36, 0.36, 0.40, -0.75, 0.26, -0.31, 0.11, -0.56, 0.08, -0.31, 0.41, 0.41, 0.23, 0.22, 0.24, 0.24]
}

=====

Entry 4:
{
  "formula": "C13H20O",
  "method": "ωB97M-V/def2-TZVPD",
  "lumo_energy_ev": 0.8,
  "molar_mass_g_mol": 192.3,
  "fmax_ev_per_a": 14.1,
  "relative_energy_ev": 7.726,
  "e_homo_ev": -7.84,
  "charge": 0,
  "elements": ["C", "C", "C", "C", "C", "C", "C", "C", "C", "C", "C", "C", "C", "H", "H", "H", "H", "H", "H", "H", "H", "H", "H", "H", "H", "H", "H", "H", "H", "H", "H", "H", "H", "O"],
  "xyz": [[1.4551, 2.4386, 3.1997], [1.0630, 2.6040, 1.6758], [2.1320, 2.0741, 0.8113], [2.2734, 0.4919, 0.5236], [1.2922, -0.0366, -0.5139], [1.5932, -0.0094, -1.8532], [0.5617, -0.1573, -2.7941], [-0.7315, -0.7268, -2.1646], [-1.0450, -1.0137, -0.8956], [-2.3277, -1.5943, -0.1338], [-3.1414, -2.4636, -1.3074], [-3.1589, -0.5716, 0.7543], [0.2277, -0.6763, -0.1301], [2.4347, 2.8538, 3.6429], [1.2484, 1.2299, 3.2533], [0.4091, 2.6904, 3.6096], [1.0417, 3.7571, 1.5550], [0.1741, 2.0558, 1.3582], [2.0808, 2.2669, -0.4077], [3.1848, 2.6492, 1.0774], [2.2866, -0.0038, 1.4755], [3.2137, -0.0560, 0.1735], [2.7714, 0.1012, -2.1574], [0.5681, 0.0343, -3.8503], [-1.4868, -1.1297, -2.7005], [-1.7214, -2.3306, 0.5785], [-2.5254, -3.0374, -1.9582], [-3.7167, -1.6322, -2.0343], [-3.6874, -3.2296, -0.6772], [-2.6883, -0.4780, 1.8567], [-3.7748, -1.0230, 1.1848], [-3.4378, 0.3906, 0.2651], [0.6622, -0.1075, 1.6350], [0.2250, -0.8945, 1.1360]],
  "forces_ev_per_a": [[-3.7, -3.5, -0.8], [1.7, 2.2, 0.7], [5.0, 0.1, -5.5], [1.5, -0.5, 0.4], [3.1, 1.2, -0.7], [2.0, 1.2, -4.0], [-1.8, -1.9, 3.6], [2.3, 1.3, -1.6], [3.9, 1.4, 3.5], [2.9, -1.3, -1.6], [-1.2, 3.0, 2.0], [11.2, 5.5, -4.3], [-5.5, -0.6, -0.4], [-1.9, -0.7, -0.9], [1.6, 2.5, 0.8], [2.1, 0.5, 0.6], [-0.6, -1.9, -0.5], [-0.6, 0.6, 0.7], [-0.5, 0.9, 3.0], [-2.4, -1.9, -0.5], [-0.6, -0.5, 0.6], [-0.2, 2.1, 0.1], [-3.2, 0.3, 0.5], [0.4, -0.3, -0.2], [-2.2, -0.3, -3.3], [-1.9, 1.2, -1.2], [1.0, -0.2, -0.3], [0.9, -2.6, 2.3], [-0.4, 1.2, -1.3], [0.6, 0.9, -2.6], [-11.2, -7.0, 4.9], [0.2, -0.9, 0.6], [-1.1, -2.4, -1.2], [-1.2, 0.5, 6.5]],
  "nbo_charge": [-0.63, -0.44, -0.40, -0.46, -0.19, -0.14, -0.27, -0.21, -0.05, -0.22, -0.63, -0.57, 0.34, 0.25, 0.18, 0.23, 0.22, 0.21, 0.22, 0.21, 0.20, 0.25, 0.21, 0.22, 0.19, 0.23, 0.21, 0.21, 0.22, 0.21, 0.18, 0.22, 0.49, -0.70]
}